Entry 1:
C3H11NO2S | wB97M-V/def2-TZVPD

- highest occupied orbital energy (Eh) = -0.3212
- E_LUMO (eV) = 0.744
- SMILES = OCNCCS.O
- energy above the lowest of the compared OMol25 structures with the same formula, charge and spin (eV) = 0.565
- DFT total energy (hartree) = -724.29098
- frontier orbital gap (eV) = 9.49

Each line ends with the Mulliken charge.
CARTESIAN COORDINATES (ANGSTROEM)
C  -0.2292  -0.2858  -0.2412  -0.47
C  -1.0199  -1.0535  -1.3206  -0.69
S  0.0964  -1.7496  -2.5923  -0.22
N  -1.0706  0.1486  0.8299  -0.20
C  -0.7508  -0.0778  2.1825  -0.30
O  -0.3680  1.1699  2.8163  -0.53
H  0.5137  -0.9773  0.1289  0.35
H  0.3483  0.5065  -0.7407  0.26
H  -1.6927  -0.3827  -1.8454  0.32
H  -1.5049  -1.8966  -0.8356  0.35
H  0.2416  -0.6135  -3.2866  0.11
H  -1.6026  0.9883  0.6994  0.20
H  -1.5957  -0.4955  2.7406  0.28
H  0.1072  -0.7394  2.2564  0.25
H  0.2253  0.9310  3.5372  0.29
H  1.8810  3.2711  0.1757  0.32
H  3.3005  3.3507  0.7014  0.29
O  2.5369  2.7612  0.6791  -0.61

---

Entry 2:
C12H46N2O12 | wB97M-V/def2-TZVPD

- highest occupied orbital energy (Eh) = -0.3117
- E_LUMO (eV) = 0.023
- SMILES = COCCNCCOC.COCCNCCOC.O.O.O.O.O.O.O.O
- energy above the lowest of the compared OMol25 structures with the same formula, charge and spin (eV) = 1.611
- DFT total energy (hartree) = -1497.06414
- frontier orbital gap (eV) = 8.50

Each line ends with the Mulliken charge.
CARTESIAN COORDINATES (ANGSTROEM)
C  9.7808  -8.0000  14.4788  -0.26
O  8.8865  -6.9105  14.4792  -0.48
C  7.9828  -6.9169  15.5877  0.06
C  7.0637  -5.7287  15.5601  -1.37
N  5.8912  -5.8893  14.6590  -0.04
C  5.1546  -4.6661  14.8171  -0.76
C  3.9111  -4.8488  13.8853  -0.64
O  4.1834  -5.2543  12.4638  -0.32
C  3.0275  -5.7130  11.6745  -0.96
H  10.1951  -8.1735  15.4719  0.34
H  10.5968  -7.9159  13.7610  0.25
H  9.1187  -8.7768  14.0964  -0.13
H  8.6510  -6.9403  16.4486  0.70
H  7.4145  -7.8395  15.7051  0.00
H  7.7746  -4.9298  15.3494  0.33
H  6.6422  -5.5850  16.5551  0.55
H  6.0700  -5.7350  13.6770  0.01
H  5.6888  -3.8261  14.3732  0.38
H  4.8597  -4.5074  15.8543  0.40
H  3.2116  -4.0166  13.9641  0.53
H  3.2880  -5.6518  14.2790  0.28
H  3.1402  -5.9344  10.6132  0.33
H  2.1558  -5.0588  11.6895  0.36
H  2.7379  -6.7195  11.9765  0.35
C  7.9256  -6.9475  9.1064  -0.82
O  7.0180  -7.7279  9.8450  -0.39
C  7.2254  -7.5769  11.2741  -0.63
C  5.9637  -7.9894  12.0582  1.16
N  5.8567  -9.4839  12.0539  -0.33
C  6.5952  -10.1826  13.1176  0.69
C  6.2218  -11.6328  13.1987  -0.74
O  6.5953  -12.4242  12.0933  -0.46
C  7.9320  -12.7968  12.0543  -0.64
H  7.8254  -5.8665  9.2045  0.30
H  7.7272  -7.2023  8.0653  0.28
H  8.9482  -7.0456  9.4706  0.33
H  7.3191  -6.4985  11.4018  0.60
H  8.1507  -8.0589  11.5896  0.34
H  5.0921  -7.5087  11.6138  -0.25
H  5.9950  -7.5802  13.0680  -0.89
H  6.2953  -9.7289  11.1777  0.37
H  6.2582  -9.6897  14.0295  -0.08
H  7.6465  -9.9420  12.9595  -0.03
H  5.1321  -11.6157  13.2197  0.32
H  6.7008  -11.9853  14.1121  0.33
H  8.5517  -11.9241  11.8485  0.23
H  8.1247  -13.4503  11.2034  0.27
H  8.2008  -13.1620  13.0455  0.27
O  3.2548  -10.6128  18.1912  -0.64
H  2.4994  -10.2865  17.7023  0.26
H  3.6806  -9.8249  18.5290  0.33
O  7.5976  -13.3371  17.0375  -0.65
H  6.7914  -12.8226  16.9974  0.38
H  7.3018  -14.2475  17.0307  0.29
O  5.0245  -12.2644  17.0470  -0.61
H  4.4849  -12.0199  16.2952  0.23
H  4.5584  -11.9077  17.8031  0.33
O  8.1358  -8.6759  18.9069  -0.69
H  7.4814  -8.9091  18.2485  0.40
H  7.6284  -8.5111  19.7017  0.31
O  8.4521  -10.8662  16.0119  -0.44
H  8.6212  -11.8053  16.0881  0.18
H  8.8167  -10.4910  16.8135  0.26
O  4.4980  -8.2833  15.4743  -0.53
H  3.7296  -8.2632  14.9039  0.28
H  4.9746  -7.4805  15.2632  0.27
O  3.7499  -7.9177  18.2056  -0.75
H  4.2320  -7.8124  17.3854  0.35
H  2.9998  -7.3292  18.1204  0.27
O  6.1771  -9.5572  17.1128  -0.47
H  6.6728  -10.2819  16.7317  0.19
H  5.5283  -9.3331  16.4456  0.30

---

Entry 3:
C4H6N2 | wB97M-V/def2-TZVPD

- highest occupied orbital energy (spin up / spin down) (Eh) = -0.3329 / -0.3329
- E_LUMO (spin up / spin down) (eV) = -0.395 / -0.396
- energy above the lowest of the compared OMol25 structures with the same formula, charge and spin (eV) = 6.972
- DFT total energy (hartree) = -265.27936
- frontier orbital gap (spin up / spin down) (eV) = 8.66 / 8.66

Each line ends with the Mulliken charge.
CARTESIAN COORDINATES (ANGSTROEM)
N  0.3322  1.2892  0.8348  -0.53
C  0.1781  0.3205  -0.2008  0.58
C  -1.2685  0.2292  -0.7188  -0.52
C  -0.6468  -0.9087  0.0404  -0.78
C  1.3820  -0.4606  -0.4451  0.05
N  1.8434  -1.3692  0.1966  -0.52
H  1.0657  1.0250  1.4852  0.28
H  0.5470  2.2032  0.4527  0.24
H  -1.4806  0.0781  -1.7769  0.25
H  -1.8854  0.9880  -0.2401  0.28
H  0.6055  -1.5655  0.7861  0.45
H  -0.5125  -1.7064  -0.6864  0.22

---

Entry 4:
C4H10NO2S | wB97M-V/def2-TZVPD

- highest occupied orbital energy (Eh) = -0.0979
- E_LUMO (eV) = 3.404
- charge = -1
- energy above the lowest of the compared OMol25 structures with the same formula, charge and spin (eV) = 2.402
- DFT total energy (hartree) = -761.83312
- frontier orbital gap (eV) = 6.07

Each line ends with the Mulliken charge.
CARTESIAN COORDINATES (ANGSTROEM)
C  0.6972  -0.9800  -0.4827  -0.06
C  0.4509  -2.0745  0.5981  -1.00
S  1.3532  -1.6658  2.0718  -0.63
C  -0.5929  -0.2840  -0.9669  0.21
N  -0.7200  1.0549  -1.3544  -0.11
C  0.0568  2.1071  -0.8246  -0.97
O  -1.6357  -0.9438  -1.2283  -0.68
H  1.5752  -0.2700  -0.3243  0.31
H  1.0825  -1.4545  -1.5090  0.23
H  -0.7417  -2.1031  0.7582  0.29
H  0.7048  -3.0579  0.2331  0.28
H  -1.5656  1.3670  -1.8030  0.25
H  0.6194  1.9106  0.0403  0.31
H  -0.4857  3.0114  -0.4594  0.29
H  0.6691  2.5073  -1.5949  0.34
H  -0.8030  -0.3025  1.9737  0.27
H  0.0797  0.7049  2.3360  0.29
O  -0.7441  0.4727  2.5364  -0.63

---

Entry 5:
C4H6OS | wB97M-V/def2-TZVPD

- highest occupied orbital energy (Eh) = -0.3372
- E_LUMO (eV) = 0.760
- SMILES = C1OC[C@H]2S[C@H]12
- energy above the lowest of the compared OMol25 structures with the same formula, charge and spin (eV) = 3.652
- DFT total energy (hartree) = -629.31296
- frontier orbital gap (eV) = 9.94

Each line ends with the Mulliken charge.
CARTESIAN COORDINATES (ANGSTROEM)
C  0.5033  1.2119  -0.1691  -0.40
C  0.5346  -1.1978  0.1764  -0.39
C  -0.7905  -0.6653  -0.3624  -0.08
C  -0.7468  0.6230  0.3888  -0.09
H  0.4087  1.5193  -1.2220  0.23
H  0.9683  1.9735  0.4074  0.28
H  0.9975  -1.9894  -0.4002  0.28
H  0.4623  -1.3745  1.2616  0.24
H  -0.6299  -0.5951  -1.4666  0.21
H  -0.6324  0.4951  1.4469  0.24
O  1.3497  -0.0022  -0.0458  -0.40
S  -2.4247  0.0015  -0.0150  -0.12

---

Entry 6:
C23H25NO6 | wB97M-V/def2-TZVPD

- highest occupied orbital energy (Eh) = -0.3191
- E_LUMO (eV) = -0.384
- SMILES = CCOc1ccc(/C(O)=C2/C(=O)C(=O)N(CCOCCO)[C@H]2c2ccccc2)cc1
- energy above the lowest of the compared OMol25 structures with the same formula, charge and spin (eV) = 2.799
- DFT total energy (hartree) = -1397.62790
- frontier orbital gap (eV) = 8.30

Each line ends with the Mulliken charge.
CARTESIAN COORDINATES (ANGSTROEM)
C  -6.2202  -2.2296  -2.0727  -1.03
C  -5.5810  -2.5892  -0.7349  -0.39
O  -5.4280  -1.4657  0.1126  -0.47
C  -4.4147  -0.5931  -0.0859  0.87
C  -3.4113  -0.7128  -1.0457  -0.12
C  -2.3958  0.2205  -1.1081  -0.80
C  -2.3606  1.3021  -0.2351  -0.04
C  -3.3959  1.4487  0.6912  -0.74
C  -4.3968  0.5115  0.7730  -0.73
H  -5.1880  0.6031  1.4999  0.45
H  -3.3892  2.2976  1.3566  0.46
C  -1.2661  2.2755  -0.2341  0.50
C  0.0584  1.9347  -0.3328  -0.67
C  1.0866  2.9131  -0.1071  0.57
O  0.9206  4.1223  0.0334  -0.79
C  2.3984  2.1559  -0.0135  0.42
O  3.5134  2.5927  0.1621  -0.66
N  2.0804  0.8441  -0.1474  0.50
C  3.0740  -0.1958  -0.1509  -0.92
C  3.6089  -0.4528  -1.5735  -0.41
O  4.3859  -1.6162  -1.6944  -0.44
C  5.6691  -1.5784  -1.1029  -0.44
C  5.7133  -2.3064  0.2515  -0.32
O  7.0261  -2.4546  0.7276  -0.54
H  7.5400  -2.9585  0.0860  0.32
H  5.2185  -3.2817  0.1385  0.27
H  5.1861  -1.7375  1.0191  0.19
H  6.3394  -2.1005  -1.7991  0.46
H  6.0235  -0.5479  -0.9903  0.30
H  2.7684  -0.6121  -2.2555  0.19
H  4.1706  0.4312  -1.9059  0.37
H  3.8905  0.1388  0.4943  0.43
H  2.6371  -1.1137  0.2518  0.35
C  0.6796  0.5657  -0.4154  -0.13
C  0.0988  -0.4036  0.5895  0.08
C  -0.2838  -1.6810  0.2061  0.40
C  -0.8423  -2.5495  1.1273  -0.90
C  -1.0153  -2.1502  2.4406  -0.44
C  -0.6141  -0.8845  2.8342  -0.96
C  -0.0577  -0.0159  1.9140  -0.31
H  0.2560  0.9714  2.2203  0.45
H  -0.7371  -0.5726  3.8603  0.43
H  -1.4568  -2.8253  3.1581  0.42
H  -1.1417  -3.5401  0.8183  0.45
H  -0.1474  -1.9981  -0.8181  0.45
H  0.5907  0.1361  -1.4241  0.46
O  -1.6206  3.5359  -0.0375  -0.61
H  -0.7961  4.0945  0.0248  0.47
H  -1.6435  0.1261  -1.8747  0.49
H  -3.4046  -1.5312  -1.7476  0.46
H  -4.6195  -3.0958  -0.8807  0.31
H  -6.2417  -3.2590  -0.1775  0.34
H  -6.3642  -3.1301  -2.6633  0.36
H  -5.5961  -1.5362  -2.6309  0.31
H  -7.1858  -1.7603  -1.9036  0.31

---

Entry 7:
C21H27BCl15F6INO7P | wB97M-V/def2-TZVPD

- highest occupied orbital energy (Eh) = -0.3347
- E_LUMO (eV) = -0.720
- SMILES = C#C[C@@]1(CCCI)C(=O)N[C@@](C(=O)C(F)(F)C(F)(F)C(F)(F)C(=O)O)(P(O)Cl)[C@@H]1B(O)O.ClCCl.ClCCl.ClCCl.ClCCl.ClCCl.ClCCl.ClCCl
- DFT total energy (hartree) = -9563.84544
- frontier orbital gap (eV) = 8.39

Each line ends with the Mulliken charge.
CARTESIAN COORDINATES (ANGSTROEM)
C  -1.4731  0.5376  5.1227  -0.17
C  -1.5736  0.2127  3.9626  -2.32
C  -1.8071  -0.2000  2.5819  3.69
C  -3.2069  -0.8257  2.5816  -1.61
C  -4.2673  0.1087  3.2241  -0.74
C  -5.5111  0.2123  2.3236  -1.12
I  -6.3379  2.1963  2.3933  -0.02
C  -1.7495  0.8824  1.4847  -0.64
O  -2.5983  1.6604  1.1740  -0.61
N  -0.5262  0.7810  0.7944  -0.33
C  0.3865  -0.1456  1.4706  1.81
C  1.2632  -0.7649  0.3630  -0.85
O  0.7559  -1.1280  -0.6520  -0.60
C  2.8205  -0.9395  0.4424  0.44
F  3.2392  -1.3444  1.6352  -0.29
F  3.1107  -1.9067  -0.3982  -0.30
C  3.6645  0.2899  -0.0121  0.73
F  4.0472  1.0481  0.9680  -0.23
F  4.7853  -0.1862  -0.5361  -0.32
C  2.9928  1.1425  -1.0992  1.18
F  1.9855  1.8245  -0.6024  -0.26
F  3.8946  2.0495  -1.4719  -0.31
C  2.6032  0.3733  -2.3782  0.02
O  3.2722  -0.4962  -2.8363  -0.46
O  1.4257  0.7635  -2.9329  -0.49
P  1.4829  0.8885  2.6435  0.43
O  1.5505  0.0418  4.0452  -0.34
Cl  0.4321  2.6175  3.1117  -0.26
C  -0.6102  -1.0915  2.1637  -0.52
B  -1.1477  -2.3736  1.3859  1.25
O  -1.7719  -2.1807  0.1555  -0.69
O  -1.0594  -3.6368  1.8908  -0.61
H  -1.4249  0.5384  6.1705  0.60
H  -3.2488  -1.7605  3.1279  0.43
H  -3.5253  -0.9598  1.5549  0.59
H  -4.6128  -0.3514  4.1393  0.41
H  -3.8878  1.1047  3.3922  0.61
H  -6.2961  -0.4597  2.6419  0.61
H  -5.2941  0.0048  1.2851  0.24
H  -0.1733  1.7193  0.6376  0.44
H  0.7454  0.1159  -2.7118  0.40
H  2.2884  0.3891  4.5532  0.29
H  -0.1146  -1.5303  3.0209  -0.70
H  -2.5219  -2.7842  0.1168  0.25
H  -1.2169  -4.2399  1.1567  0.28
C  8.0094  0.6726  -1.4187  0.73
Cl  8.8982  1.9050  -0.5092  -0.18
Cl  9.0927  -0.5548  -2.0869  -0.17
H  7.3078  0.1898  -0.7515  -0.07
H  7.4850  1.1544  -2.2387  -0.30
C  5.9442  2.7294  -5.0072  -0.12
Cl  5.8759  1.2394  -4.0516  -0.12
Cl  7.3691  2.7748  -6.0498  -0.16
H  5.0577  2.7876  -5.6321  0.07
H  5.9810  3.5750  -4.3295  0.31
C  1.7602  -3.4745  5.2629  -0.27
Cl  1.5066  -4.9494  4.3241  -0.15
Cl  0.3181  -2.4536  5.2872  -0.07
H  2.0110  -3.7475  6.2811  0.36
H  2.5720  -2.9130  4.8133  0.16
C  -9.2624  -0.5485  0.6979  -0.30
Cl  -9.4736  -2.0869  1.5478  -0.17
Cl  -7.7460  -0.4953  -0.2009  -0.09
H  -10.0833  -0.4195  0.0020  0.34
H  -9.2582  0.2547  1.4271  0.22
C  1.9516  -4.7148  -2.3314  0.47
Cl  0.5748  -4.2407  -3.3317  -0.17
Cl  1.5280  -6.0126  -1.2058  -0.17
H  2.7493  -5.0602  -2.9780  0.34
H  2.2769  -3.8533  -1.7608  -0.45
C  -7.1844  2.9156  -2.3394  -0.36
Cl  -8.7471  2.1042  -2.1682  -0.15
Cl  -5.8983  2.0632  -1.4790  -0.05
H  -6.9298  2.9583  -3.3916  0.31
H  -7.2682  3.9168  -1.9334  0.26
C  2.4897  4.5497  -7.2943  -0.27
Cl  4.2452  4.3213  -7.2987  -0.13
Cl  1.6328  3.0146  -7.4559  -0.14
H  2.2026  5.0119  -6.3572  0.26
H  2.2220  5.1896  -8.1265  0.30

---

Entry 8:
C5H9IO2 | wB97M-V/def2-TZVPD

- highest occupied orbital energy (Eh) = -0.3302
- E_LUMO (eV) = 0.597
- SMILES = C=C(C)I.COC=O
- energy above the lowest of the compared OMol25 structures with the same formula, charge and spin (eV) = 0.380
- DFT total energy (hartree) = -644.05660
- frontier orbital gap (eV) = 9.58

Each line ends with the Mulliken charge.
CARTESIAN COORDINATES (ANGSTROEM)
C  -1.3833  -1.2091  1.0265  0.21
C  2.4536  2.0295  1.0838  -0.79
C  0.8577  1.8463  -0.8380  -0.97
C  -2.2070  -2.4804  -0.7677  -0.55
C  1.8888  1.3501  0.1071  0.38
O  -1.3924  -0.1740  0.4240  -0.51
O  -1.7555  -2.3886  0.5835  -0.31
I  2.3975  -0.7029  -0.1752  0.00
H  2.1960  3.0638  1.2488  0.26
H  -1.0496  -1.3134  2.0715  0.38
H  3.1792  1.6067  1.7554  0.27
H  -0.0684  1.2880  -0.6942  0.21
H  1.1799  1.7127  -1.8706  0.32
H  0.6606  2.9020  -0.6594  0.33
H  -1.8007  -3.4006  -1.1815  0.23
H  -1.8590  -1.6163  -1.3345  0.29
H  -3.2976  -2.5138  -0.7794  0.25

---

Entry 9:
C16H14BrCoF | wB97M-V/def2-TZVPD

- highest occupied orbital energy (spin up / spin down) (Eh) = -0.1394 / -0.1510
- E_LUMO (spin up / spin down) (eV) = 3.359 / 3.123
- charge = -1
- 2S+1 = 5
- DFT total energy (hartree) = -4674.67599
- frontier orbital gap (spin up / spin down) (eV) = 7.15 / 7.23

Each line ends with the Mulliken charge.
CARTESIAN COORDINATES (ANGSTROEM)
C  -0.8608  -1.1401  -2.7080  -1.05
C  -0.9102  -2.1278  -1.7148  -0.44
C  -1.6232  -1.5936  -0.6136  -0.64
H  -0.4498  -3.0978  -1.7538  0.39
C  -2.0274  -0.2876  -0.9442  -0.24
C  -1.5304  0.0137  -2.2201  -0.64
H  -1.6495  0.9501  -2.7361  0.47
H  -0.3863  -1.2339  -3.6682  0.61
H  -1.7830  -2.0807  0.3295  0.46
H  -2.5625  0.3848  -0.3024  0.59
Co  0.3140  -0.3811  -0.8881  0.74
Br  1.1213  -2.2250  0.6916  -0.53
C  2.2819  0.7626  -0.5347  -0.73
C  1.4614  1.5300  -1.3974  -0.31
C  1.2990  0.8044  -2.5857  -0.69
H  1.0083  2.4741  -1.1572  0.36
C  2.0053  -0.4211  -2.4572  -0.66
C  2.6365  -0.4215  -1.2048  -0.71
H  3.2302  -1.2178  -0.8001  0.57
H  2.5437  1.0149  0.4753  0.56
H  0.7291  1.1169  -3.4419  0.58
H  2.0603  -1.2077  -3.1889  0.51
F  -1.2287  1.3884  5.2996  -0.36
C  -0.8996  1.0436  4.0299  0.62
C  0.3188  1.3962  3.5021  -1.07
C  0.6694  1.0419  2.1926  0.12
C  -0.1804  0.2906  1.2927  0.03
C  -1.4418  -0.0186  1.9378  0.48
C  -1.7802  0.3404  3.2456  -1.10
H  1.0132  1.9586  4.1170  0.34
H  1.6228  1.4345  2.0273  0.13
H  -2.2554  -0.5528  1.5222  0.27
H  -2.7452  0.0614  3.6528  0.37

---

> Which of these has the highest DFT total energy?

C4H6N2

---

> DFT total energy of number 1 (C3H11NO2S)?

-724.29098 hartree